A molecular structure, C3LaLi2O3 in a non-equilibrium geometry, computed with the ωB97M-V functional and the def2-TZVPD basis.

* molar mass: 236.82 g/mol
* ⟨S²⟩: 0.751
* E_tot: -386.08104 hartree
* gap between HOMO and LUMO (alpha / beta): 5.9 / 7.1 eV

```
! wB97M-V def2-TZVPD RIJCOSX def2/J DEFGRID3
* xyz 2 2
O 0.547 -1.856 -1.701
C -0.026 -0.812 -1.404
O -1.172 -0.405 -1.643
La -2.296 1.541 -0.774
Li 2.064 -1.952 -0.406
C 0.782 -0.065 -0.084
C 0.472 0.402 1.026
O -0.250 0.877 1.921
Li -0.121 2.270 3.065
*
```